Formula: C18H34BF9N2O2S
Source: the Open Molecules 2025 dataset
Level of theory: wB97M-V/def2-TZVPD

```
67
Properties=species:S:1:pos:R:3:forces:R:3:lowdin_charge:R:1
S -5.14330 1.94029 -2.32082 -0.6 0.5 0.5 0.76
F -4.61239 1.12329 -3.54794 0.1 -0.2 -0.2 -0.11
F -5.08031 3.51355 -4.39568 0.2 0.0 0.6 0.11
F -6.56799 2.09882 -3.00300 0.0 -0.1 -0.1 -0.13
F -3.77187 1.76648 -1.55767 0.3 -0.2 0.0 -0.13
F -2.87720 4.65506 -4.24456 -0.1 0.0 -0.1 0.11
F -5.70780 2.71974 -1.04864 0.1 -0.1 0.0 -0.14
F -2.43943 2.61060 -3.66391 -0.2 -0.1 0.0 0.12
F -5.12306 4.61109 -2.51073 0.2 -0.6 -0.3 0.12
F -5.63715 0.58698 -1.67468 -0.1 -0.1 0.1 -0.12
O 2.89685 -0.56529 -1.34883 -0.1 -0.2 0.0 0.04
O 0.00935 -2.39421 1.70588 1.8 -0.7 -0.5 0.16
N 2.00749 0.88454 -2.87307 -1.3 -0.7 0.1 -0.07
N 1.06166 -2.78762 2.21625 -3.8 1.4 1.9 0.04
C 1.64737 -0.38962 2.16035 -0.6 0.2 -0.5 -0.02
C -4.57253 3.54769 -3.14110 -0.3 0.3 -0.7 -0.41
C -0.07468 3.72253 -1.10606 0.5 0.1 -0.1 -0.25
C -2.39267 4.33227 -2.00184 0.1 0.3 -0.3 -0.08
C 1.25146 -1.54669 4.34804 -0.8 -0.6 0.3 -0.11
C 0.34862 -3.90694 4.29150 -0.1 0.9 0.4 -0.11
C -0.87094 4.51976 -2.15203 -0.3 -0.1 0.8 -0.16
C 1.13182 -2.87146 5.10186 0.1 -0.1 -0.1 -0.16
C 2.25576 -4.87889 2.95560 0.3 0.3 0.0 -0.02
C 0.91122 -4.13208 2.88316 1.1 -1.9 -0.5 -0.46
C 1.18871 3.06964 -1.65826 -0.5 -0.5 -0.1 -0.19
C -3.02922 3.73902 -3.23410 0.3 0.6 0.1 -0.47
C 1.80832 -1.68731 2.92667 2.3 0.8 -0.5 -0.45
C -0.02099 -5.02461 2.07076 -0.4 0.4 -0.2 -0.02
C 1.90802 -0.13153 -1.92389 1.0 0.0 0.1 -0.52
C 3.32701 -1.98529 2.96735 0.0 -0.4 0.0 -0.01
C 2.31966 0.36220 -4.19646 0.4 0.1 0.1 -0.09
C 0.56033 -0.70476 -1.56893 -0.3 0.1 0.4 -0.02
B 0.86774 1.94280 -2.83380 0.5 1.0 -0.3 -0.50
H 3.88879 -1.05601 2.94784 -0.1 0.1 0.0 0.10
H -2.85983 5.30614 -1.90478 -0.2 0.2 0.1 0.12
H -0.04775 -6.01214 2.52344 0.1 0.0 0.1 0.10
H 0.61651 -0.03633 2.14223 0.0 -0.1 0.0 0.09
H 3.63370 -2.51641 3.86721 -0.1 0.0 0.0 0.07
H 3.64469 -2.56127 2.09889 0.0 0.0 0.0 0.10
H 0.18528 4.40096 -0.29127 -0.1 0.1 0.2 0.10
H 0.10333 -0.03798 -0.84171 -0.2 0.2 0.1 0.08
H 2.08294 -5.89596 3.29991 -0.2 0.0 0.0 0.10
H -0.24625 1.44958 -2.69334 0.0 -0.1 0.2 0.08
H 0.62049 -2.69896 6.04972 0.0 0.0 0.0 0.12
H -0.69473 -3.58422 4.21444 0.0 0.0 -0.1 0.13
H -2.64915 3.78063 -1.10727 0.0 -0.3 0.1 0.11
H 2.72447 -4.93630 1.97321 0.0 0.0 0.0 0.10
H 1.42331 0.20342 -4.79763 -0.2 0.0 0.0 0.08
H 0.33170 -5.13084 1.04456 0.0 0.0 0.0 0.10
H -0.13139 -0.77294 -2.39768 0.0 0.1 -0.3 0.08
H 0.66944 -1.67116 -1.08919 0.3 -0.2 0.0 0.06
H -0.68559 2.94246 -0.65503 -0.3 -0.2 -0.1 0.09
H -0.53173 4.31868 -3.15936 0.0 -0.3 -0.2 0.10
H 2.23722 0.39704 2.62312 0.1 -0.1 0.1 0.10
H 1.84776 3.82300 -2.08671 0.2 0.2 0.0 0.08
H 2.96740 -4.43647 3.64673 0.0 0.0 0.0 0.07
H -0.67885 5.56975 -1.96235 0.1 0.3 -0.2 0.11
H 2.86968 -0.57417 -4.13868 0.2 -0.1 0.1 0.08
H 0.34130 -4.86535 4.80937 0.1 -0.1 -0.1 0.14
H 0.87298 2.50912 -3.91949 0.0 -0.1 -0.1 0.07
H 2.93480 1.08909 -4.71458 0.1 0.1 -0.2 0.08
H -1.04208 -4.64783 2.04496 0.0 0.1 0.0 0.09
H 2.11989 -3.25987 5.35791 0.0 0.0 0.0 0.11
H 1.89564 -0.85777 4.89280 0.1 0.0 -0.2 0.14
H 0.26258 -1.07984 4.29736 0.0 0.0 -0.1 0.13
H 1.72433 2.60910 -0.82468 0.2 -0.1 0.1 0.08
H 1.98932 -0.50725 1.12865 0.0 0.1 0.0 0.09
```
Forces are in eV/Å.

## Properties
* spin multiplicity: 1
* LUMO energy: -4.2 eV
* HOMO energy: -6.5 eV
* calculated total energy: -2287.8259 a.u.